Entry 1:
14
Properties=species:S:1:pos:R:3:nbo_charge:R:1 method="wB97M-V/def2-TZVPD" spin_multiplicity=3 orbital_gap_ev="4.5 / 8.5" homo_ev="-0.242 / -4.754" charge=-1
C 1.01 0.52 -2.20 -0.56
C 0.57 0.96 -0.97 -0.75
C -1.50 -0.21 1.22 -0.46
N -0.12 0.02 1.67 -0.97
O -0.21 -1.90 -0.53 -0.64
O 2.34 -0.35 0.60 -1.10
P 0.90 -0.24 0.34 1.96
H 0.82 1.08 -3.06 0.17
H 1.55 -0.42 -2.11 0.19
H -0.06 1.89 -0.86 0.20
H -1.34 -0.77 0.30 0.26
H -2.09 -0.75 2.11 0.15
H -2.02 0.71 1.07 0.17
H 0.13 -0.56 2.40 0.37

Entry 2:
10
Properties=species:S:1:pos:R:3:nbo_charge:R:1 method="wB97M-V/def2-TZVPD" orbital_gap_ev=8.1 homo_ev=-8.496 charge=0
C 0.16 -0.71 -0.11 0.26
H 0.11 1.42 -2.69 0.10
H 1.82 0.10 -0.98 0.44
H -1.40 -1.46 1.01 0.43
H -0.03 0.58 2.34 0.12
N 0.80 0.34 -0.68 -0.76
N -1.02 -0.60 0.55 -0.75
S 0.15 1.74 -1.40 0.21
S 1.05 -2.05 0.35 -0.22
S -1.64 0.64 1.63 0.16

Entry 3:
18
Properties=species:S:1:pos:R:3:nbo_charge:R:1 method="wB97M-V/def2-TZVPD" orbital_gap_ev=8.8 homo_ev=-8.008 charge=0
C 1.70 2.51 -1.19 -0.64
C 0.96 1.36 -0.66 -0.33
N 0.22 0.59 -1.78 -0.11
N -0.66 -0.21 -1.43 -0.14
C -0.92 -0.88 -0.14 -0.05
C -0.18 -0.79 1.11 -0.31
C -0.69 -1.67 1.92 -0.07
N -1.77 -2.37 1.26 -0.52
C -1.83 -1.87 0.01 -0.01
H 1.18 3.33 -1.82 0.23
H 2.19 3.18 -0.36 0.22
H 2.59 2.13 -1.81 0.22
H 1.59 0.53 -0.16 0.20
H 0.19 1.56 0.19 0.20
H 0.75 -0.21 1.22 0.23
H -0.45 -1.95 2.99 0.22
H -2.47 -2.99 1.56 0.42
H -2.40 -2.25 -0.89 0.24